# C44H96Cl2F4NO22S7

7 unconnected molecules or ions with the total composition C44H96Cl2F4NO22S7 at a distorted geometry (ωB97M-V with the def2-TZVPD basis set, the OMol25 dataset).

Bonds (Å) are listed after each position.
Element x y z (Å)
1 C -3.3825 -2.7397 0.5346  C2 1.546, H39 1.087, H40 1.082, H41 1.083
2 C -2.9808 -1.3373 1.0466  C1 1.546, C3 1.529, H42 1.084, H43 1.083
3 C -2.6402 -0.4132 -0.1236  C2 1.529, Cl4 1.791, C5 1.562, H44 1.081
4 Cl -1.2199 -1.1484 -0.9305  C3 1.791
5 C -2.3488 1.0867 0.1989  C3 1.562, C6 1.519, C16 1.563, N34 1.523
6 C -1.1920 1.0943 1.1837  C5 1.519, C7 1.524, H45 1.084, H46 1.083
7 C -0.6278 2.3665 1.8058  C6 1.524, C8 1.507, H47 1.094, H48 1.080
8 C 0.8558 2.1575 1.9694  C7 1.507, C9 1.529, H49 1.085, H50 1.091
9 C 1.2050 0.9372 2.8219  C8 1.529, C10 1.533, H51 1.087, H52 1.085
10 C 2.4074 0.2075 2.2110  C9 1.533, C11 1.538, H53 1.088, H54 1.083
11 C 1.9894 -0.7876 1.1157  C10 1.538, C12 1.519, H55 1.091, H56 1.087
12 C 2.5115 -0.4537 -0.2711  C11 1.519, C13 1.530, H57 1.086, H58 1.087
13 C 1.7041 -1.1338 -1.3786  C12 1.530, O14 1.416, H59 1.089, H60 1.096
14 O 1.1366 -0.1593 -2.2351  C13 1.416, C15 1.406
15 C 0.9779 -0.6342 -3.5489  O14 1.406, H61 1.092, H62 1.090, H63 1.085
16 C -1.7973 1.7474 -1.1061  C5 1.563, Cl17 1.803, O18 1.380, H64 1.080
17 Cl -2.6691 1.2837 -2.6147  C16 1.803
18 O -1.7120 3.1239 -1.0637  C16 1.380, C19 1.411
19 C -2.8966 3.8056 -0.7154  O18 1.411, C20 1.563, C26 1.526, H65 1.091
20 C -2.5463 5.3274 -0.7694  C19 1.563, F21 1.362, F22 1.363, C23 1.570
21 F -1.3283 5.4468 -1.3678  C20 1.362
22 F -3.4360 5.9702 -1.5774  C20 1.363
23 C -2.4502 6.1148 0.5855  C20 1.570, F24 1.360, F25 1.362, H66 1.091
24 F -1.4575 7.0373 0.4714  C23 1.360
25 F -3.6138 6.7892 0.8013  C23 1.362
26 C -3.5180 3.3315 0.5952  C19 1.526, C27 1.537, N34 1.534, H67 1.080
27 C -4.8416 4.0231 0.9595  C26 1.537, C28 1.540, H68 1.086, H69 1.084
28 C -5.7103 4.5861 -0.1811  C27 1.540, C29 1.540, H70 1.083, H71 1.080
29 C -7.1928 4.4855 0.2250  C28 1.540, C30 1.523, H72 1.091, H73 1.089
30 C -8.0959 5.2009 -0.7705  C29 1.523, C31 1.516, H74 1.086, H75 1.088
31 C -8.2354 4.4586 -2.0851  C30 1.516, O32 1.416, H76 1.091, H77 1.094
32 O -7.0991 4.6725 -2.9024  C31 1.416, C33 1.410
33 C -6.7816 3.5516 -3.6968  O32 1.410, H78 1.083, H79 1.095, H80 1.090
34 N -3.5881 1.8041 0.7191  C5 1.523, C26 1.534, S35 1.831, C36 1.538
35 S -5.0616 1.4335 -0.3020  N34 1.831, H81 1.342
36 C -3.8637 1.5030 2.2017  N34 1.538, C37 1.514, H82 1.079, H83 1.084
37 C -5.1982 0.9288 2.6292  C36 1.514, O38 1.450, H84 1.083, H85 1.083
38 O -5.0613 0.7454 4.0612  C37 1.450, H86 0.957
39 H -3.7181 -2.6941 -0.4978  C1 1.087
40 H -2.5463 -3.4258 0.5662  C1 1.082
41 H -4.1885 -3.1511 1.1299  C1 1.083
42 H -2.0931 -1.4764 1.6530  C2 1.084
43 H -3.8113 -0.9847 1.6456  C2 1.083
44 H -3.4129 -0.5265 -0.8705  C3 1.081
45 H -0.3489 0.6252 0.6886  C6 1.084
46 H -1.4123 0.4419 2.0197  C6 1.083
47 H -1.0554 2.5106 2.8021  C7 1.094
48 H -0.7739 3.2834 1.2538  C7 1.080
49 H 1.3168 3.0654 2.3451  C8 1.085
50 H 1.2632 2.0204 0.9666  C8 1.091
51 H 0.3668 0.2563 2.9426  C9 1.087
52 H 1.5056 1.3041 3.7975  C9 1.085
53 H 3.0620 0.9587 1.7746  C10 1.088
54 H 2.9958 -0.2801 2.9779  C10 1.083
55 H 0.9019 -0.8684 1.1137  C11 1.091
56 H 2.3836 -1.7626 1.3893  C11 1.087
57 H 3.5328 -0.8124 -0.3586  C12 1.086
58 H 2.5281 0.6150 -0.4707  C12 1.087
59 H 2.3333 -1.8056 -1.9609  C13 1.089
60 H 0.9304 -1.7602 -0.9194  C13 1.096
61 H 0.4883 -1.6097 -3.5808  C15 1.092
62 H 1.9407 -0.7509 -4.0463  C15 1.090
63 H 0.3738 0.0583 -4.1254  C15 1.085
64 H -0.7801 1.4052 -1.2273  C16 1.080
65 H -3.6079 3.6383 -1.5257  C19 1.091
66 H -2.1922 5.5011 1.4492  C23 1.091
67 H -2.8295 3.6113 1.3790  C26 1.080
68 H -4.5804 4.8695 1.5875  C27 1.086
69 H -5.4830 3.4146 1.5865  C27 1.084
70 H -5.6114 4.0334 -1.1070  C28 1.083
71 H -5.5281 5.6399 -0.3340  C28 1.080
72 H -7.2766 5.0132 1.1765  C29 1.091
73 H -7.4857 3.4465 0.3683  C29 1.089
74 H -7.7271 6.2084 -0.9413  C30 1.086
75 H -9.0986 5.2894 -0.3581  C30 1.088
76 H -9.1242 4.8026 -2.6163  C31 1.091
77 H -8.3723 3.3963 -1.8638  C31 1.094
78 H -5.9070 3.7919 -4.2894  C33 1.083
79 H -6.5602 2.6842 -3.0668  C33 1.095
80 H -7.5994 3.3092 -4.3754  C33 1.090
81 H -5.1305 0.1031 -0.1416  S35 1.342
82 H -3.1353 0.8096 2.5935  C36 1.079
83 H -3.7153 2.4028 2.7878  C36 1.084
84 H -5.4015 -0.0427 2.1950  C37 1.083
85 H -6.0464 1.5919 2.5120  C37 1.083
86 H -5.1486 -0.1906 4.2386  O38 0.957
87 O -0.4721 2.0412 7.9812  S88 1.429
88 S -1.6737 2.4658 8.6268  O87 1.429, O89 1.426, O90 1.611, C93 1.756
89 O -2.1572 1.7629 9.7694  S88 1.426
90 O -2.8617 2.5970 7.5468  S88 1.611, C91 1.465
91 C -3.2683 1.4882 6.6795  O90 1.465, C92 1.517, H94 1.093, H95 1.086
92 C -4.0557 0.4259 7.4226  C91 1.517, H96 1.088, H97 1.091, H98 1.089
93 C -1.5437 4.1791 8.9915  S88 1.756, H99 1.086, H100 1.088, H101 1.086
94 H -2.3918 1.0597 6.1874  C91 1.093
95 H -3.8923 1.9396 5.9136  C91 1.086
96 H -3.4402 -0.0845 8.1607  C92 1.088
97 H -4.4306 -0.3208 6.7216  C92 1.091
98 H -4.8969 0.8734 7.9502  C92 1.089
99 H -1.1980 4.7072 8.1076  C93 1.086
100 H -0.8206 4.2724 9.7988  C93 1.088
101 H -2.5162 4.5398 9.3142  C93 1.086
102 O 5.1080 1.5794 7.2244  S103 1.432
103 S 3.9730 2.1434 7.8915  O102 1.432, O104 1.430, O105 1.588, C108 1.755
104 O 3.9295 3.5457 8.1657  S103 1.430
105 O 3.7144 1.3342 9.2334  S103 1.588, C106 1.449
106 C 4.8076 1.2080 10.1764  O105 1.449, C107 1.515, H109 1.089, H110 1.088
107 C 5.0815 2.4887 10.9381  C106 1.515, H111 1.089, H112 1.090, H113 1.090
108 C 2.5016 1.6804 7.0549  S103 1.755, H114 1.086, H115 1.083, H116 1.082
109 H 5.6963 0.8554 9.6548  C106 1.089
110 H 4.4956 0.4225 10.8609  C106 1.088
111 H 5.4487 3.2739 10.2798  C107 1.089
112 H 5.8344 2.3080 11.7050  C107 1.090
113 H 4.1708 2.8547 11.4116  C107 1.090
114 H 2.5223 0.6120 6.8602  C108 1.086
115 H 2.4930 2.2365 6.1262  C108 1.083
116 H 1.6445 1.9501 7.6585  C108 1.082
117 O 6.0192 -1.3321 -4.8146  S118 1.430
118 S 5.0467 -1.9950 -5.6265  O117 1.430, O119 1.432, O120 1.585, C123 1.759
119 O 3.8006 -2.4075 -5.0550  S118 1.432
120 O 5.7327 -3.2303 -6.3442  S118 1.585, C121 1.449
121 C 6.4129 -4.2039 -5.5147  O120 1.449, C122 1.515, H124 1.091, H125 1.088
122 C 5.4513 -5.0977 -4.7583  C121 1.515, H126 1.089, H127 1.090, H128 1.090
123 C 4.7274 -1.0469 -7.0731  S118 1.759, H129 1.086, H130 1.088, H131 1.086
124 H 7.1019 -3.6990 -4.8364  C121 1.091
125 H 7.0073 -4.8055 -6.1994  C121 1.088
126 H 4.8819 -4.5353 -4.0202  C122 1.089
127 H 6.0043 -5.8791 -4.2377  C122 1.090
128 H 4.7390 -5.5578 -5.4425  C122 1.090
129 H 5.6731 -0.7533 -7.5189  C123 1.086
130 H 4.1662 -0.1704 -6.7572  C123 1.088
131 H 4.1352 -1.6456 -7.7595  C123 1.086
132 O 9.6237 -6.7658 -10.6039  S133 1.429
133 S 8.5080 -6.1769 -9.9328  O132 1.429, O134 1.430, O135 1.588, C138 1.759
134 O 7.7523 -6.9198 -8.9724  S133 1.430
135 O 7.5206 -5.5746 -11.0212  S133 1.588, C136 1.446
136 C 7.0376 -6.4638 -12.0548  O135 1.446, C137 1.515, H139 1.091, H140 1.088
137 C 5.9889 -7.4370 -11.5555  C136 1.515, H141 1.088, H142 1.090, H143 1.090
138 C 9.0065 -4.6516 -9.2121  S133 1.759, H144 1.086, H145 1.088, H146 1.087
139 H 7.8830 -6.9831 -12.5080  C136 1.091
140 H 6.6124 -5.8076 -12.8108  C136 1.088
141 H 6.4071 -8.1404 -10.8379  C137 1.088
142 H 5.5847 -8.0055 -12.3930  C137 1.090
143 H 5.1770 -6.9047 -11.0603  C137 1.090
144 H 9.5588 -4.0761 -9.9491  C138 1.086
145 H 9.6457 -4.8920 -8.3654  C138 1.088
146 H 8.1253 -4.1130 -8.8727  C138 1.087
147 O -4.6724 -3.3377 -4.2925  S148 1.427
148 S -5.4945 -2.4516 -3.5348  O147 1.427, O149 1.436, O150 1.582, C153 1.756
149 O -5.8192 -2.7530 -2.1690  S148 1.436
150 O -6.8225 -2.1563 -4.3425  S148 1.582, C151 1.451
151 C -7.6149 -3.2888 -4.7854  O150 1.451, C152 1.514, H154 1.090, H155 1.087
152 C -8.3793 -3.9519 -3.6587  C151 1.514, H156 1.089, H157 1.089, H158 1.090
153 C -4.8272 -0.8275 -3.5706  S148 1.756, H159 1.087, H160 1.082, H161 1.087
154 H -6.9695 -3.9974 -5.3050  C151 1.090
155 H -8.3043 -2.8756 -5.5174  C151 1.087
156 H -7.7076 -4.4216 -2.9421  C152 1.089
157 H -9.0360 -4.7216 -4.0626  C152 1.089
158 H -8.9792 -3.2196 -3.1186  C152 1.090
159 H -4.5876 -0.5543 -4.5949  C153 1.087
160 H -3.9284 -0.8657 -2.9696  C153 1.082
161 H -5.5508 -0.1399 -3.1390  C153 1.087
162 O 6.0960 -4.1823 2.3304  S163 1.430
163 S 6.0638 -2.7992 2.6942  O162 1.430, O164 1.434, O165 1.585, C168 1.758
164 O 5.5690 -1.8075 1.7849  S163 1.434
165 O 7.4986 -2.3676 3.2116  S163 1.585, C166 1.447
166 C 8.6289 -2.5935 2.3372  O165 1.447, C167 1.515, H169 1.091, H170 1.087
167 C 8.6871 -1.6145 1.1821  C166 1.515, H171 1.089, H172 1.090, H173 1.090
168 C 5.2147 -2.6258 4.2238  S163 1.758, H174 1.086, H175 1.088, H176 1.083
169 H 8.6137 -3.6266 1.9876  C166 1.091
170 H 9.5020 -2.4759 2.9746  C166 1.087
171 H 7.8501 -1.7519 0.4995  C167 1.089
172 H 9.6103 -1.7599 0.6213  C167 1.090
173 H 8.6494 -0.5886 1.5473  C167 1.090
174 H 5.6029 -3.3552 4.9286  C168 1.086
175 H 4.1624 -2.8141 4.0222  C168 1.088
176 H 5.3494 -1.6168 4.5925  C168 1.083

Computed properties:
- Lowest unoccupied orbital energy: -3.538 eV
- DFT total energy: -7550.872990 Ha
- 2S+1: 1
- Total charge: +1